Model 1:
Here is the ion C4H8O2 with charge -1 from OMol25. Energies are from ωB97M-V with the def2-TZVPD basis set.

The geometry in XYZ format:
```
14
Properties=species:S:1:pos:R:3
C 0.4094 0.8225 -1.0649
O -0.5068 1.8563 -0.6979
C 0.8546 -0.0929 0.0778
C -0.2615 -0.4987 1.0318
C -1.2520 -1.4112 0.3970
O -0.9680 -2.1755 -0.5984
H 1.2943 1.3059 -1.5245
H -0.0149 0.2929 -1.9143
H 0.0202 2.5826 -0.3430
H 1.6289 0.4623 0.6287
H 1.3809 -0.9356 -0.3859
H 0.2547 -0.9593 1.9427
H -0.7034 0.4029 1.4433
H -2.1364 -1.6520 1.0077
```

Orbital gap (alpha / beta)   3.22 / 6.78 eV
E_LUMO (alpha / beta)   0.14237 / 0.13669 hartree
Multiplicity   2
⟨S²⟩   0.7538
Total charge   -1

Model 2:
Here is the ion C4H8O2 with charge -1 from OMol25. Energies are from ωB97M-V with the def2-TZVPD basis set.

The geometry in XYZ format:
```
14
Properties=species:S:1:pos:R:3
O 2.4255 1.2918 1.0481
C 1.1936 1.2919 0.8226
O 0.1191 1.8637 1.5248
C 0.7516 0.3904 -0.3852
C -0.6697 -0.4350 -0.0582
C -1.1690 -1.6278 -0.8503
H 0.6466 2.5720 1.8515
H 0.6520 1.0633 -1.2974
H 1.4789 -0.3652 -0.6115
H -1.3298 0.3804 0.0464
H -0.2758 -0.5378 0.9626
H -1.9932 -2.1496 -0.2808
H -1.4615 -1.2931 -1.8180
H -0.3683 -2.4451 -0.9545
```

Orbital gap (alpha / beta)   2.74 / 7.75 eV
E_LUMO (alpha / beta)   0.15104 / 0.14894 hartree
Multiplicity   2
⟨S²⟩   0.7532
Total charge   -1

Model 3:
Here is a cluster of 2 separate species, C4H8O2 in total from OMol25. Energies are from ωB97M-V with the def2-TZVPD basis set.

The geometry in XYZ format:
```
14
Properties=species:S:1:pos:R:3
C 0.8177 -0.2824 2.2835
C 0.5561 -0.1654 0.9338
O -0.6291 -0.6343 0.3896
C 1.4336 0.4297 -0.0152
C 1.2092 0.4994 -1.3794
H 0.1402 -0.7047 3.0167
H 1.7657 0.0812 2.6541
H -1.1372 -1.0649 1.0761
H 2.3229 0.8576 0.4334
H 0.3369 0.0370 -1.8193
H 1.9049 0.9724 -2.0609
H -2.4681 1.0223 -2.1037
H -1.8771 0.0791 -1.0504
O -2.5087 0.1172 -1.7836
```

Orbital gap (alpha / beta)   3.78 / 6.71 eV
E_LUMO (alpha / beta)   0.14847 / 0.14378 hartree
Multiplicity   2
⟨S²⟩   0.7625
Total charge   -1

Energetically preferred structure: model 3 | next structure: +0.114 eV